Record 1
C21H24F16N3O8 | the ωB97M-V functional and the def2-TZVPD basis

Each atom is followed by the atoms it is bonded to, with distances in Å.
Atoms and positions in Å:
1 N 1.5573 -1.6971 0.0390  C2 1.324, H22 1.037
2 C 1.6216 -1.3192 -1.2280  N1 1.324, C3 1.607, H23 1.158
3 C 0.4597 -0.5877 -2.0631  C2 1.607, C4 1.597, H24 1.159, H25 1.152
4 C -0.3756 0.4938 -1.2361  C3 1.597, N5 1.460, N18 1.442
5 N -1.8276 0.3431 -1.2524  C4 1.460, C6 1.458, H26 1.035
6 C -2.3663 1.4271 -0.4392  N5 1.458, C7 1.591, C17 1.539
7 C -3.8463 1.8255 -0.0126  C6 1.591, F8 1.448, F9 1.432, C10 1.608
8 F -4.1614 1.0282 1.1541  C7 1.448
9 F -3.7980 3.1803 0.4486  C7 1.432
10 C -4.9844 1.5287 -1.1097  C7 1.608, F11 1.422, F12 1.443, C13 1.607
11 F -4.5734 0.7034 -2.1923  C10 1.422
12 F -6.0237 0.7955 -0.4274  C10 1.443
13 C -5.7020 2.8228 -1.7368  C10 1.607, F14 1.423, F15 1.413, F16 1.441
14 F -6.7289 3.2817 -0.8658  C13 1.423
15 F -4.8202 3.8391 -2.1677  C13 1.413
16 F -6.3887 2.3630 -2.9170  C13 1.441
17 C -1.1416 2.2169 0.0570  C6 1.539, N18 1.460, H27 1.139
18 N 0.0863 1.6120 -0.4507  C4 1.442, C17 1.460, C19 1.508
19 C 1.5083 2.0508 -0.2048  N18 1.508, O20 1.450, H28 1.159, H29 1.143
20 O 1.6559 3.4484 -0.5600  C19 1.450, O21 1.362
21 O 2.5101 3.5813 -1.6121  O20 1.362, H30 0.989
22 H 0.6204 -1.4183 0.3840  N1 1.037
23 H 2.5884 -1.5753 -1.8127  C2 1.158
24 H 0.9755 -0.1052 -2.9821  C3 1.159
25 H -0.2619 -1.3883 -2.4705  C3 1.152
26 H -2.3939 -0.3802 -1.7300  N5 1.035
27 H -1.1699 3.1198 0.7502  C17 1.139
28 H 1.6937 1.9314 0.9331  C19 1.159
29 H 2.2348 1.3708 -0.7678  C19 1.143
30 H 2.1089 4.1869 -2.2829  O21 0.989
31 C -3.3251 6.0176 -0.4550  C32 1.516, H40 1.094, H41 1.089, H42 1.093
32 C -3.8227 6.7695 0.7638  C31 1.516, O33 1.435, H43 1.093, H44 1.093
33 O -2.8045 7.6479 1.2650  C32 1.435, C34 1.353
34 C -2.7000 8.8465 0.6454  O33 1.353, O35 1.204, C36 1.527
35 O -3.3925 9.1948 -0.2762  C34 1.204
36 C -1.6160 9.6946 1.3073  C34 1.527, F37 1.351, F38 1.351, F39 1.346
37 F -0.4915 8.9914 1.5660  C36 1.351
38 F -2.0292 10.2031 2.4883  C36 1.351
39 F -1.2418 10.7432 0.5500  C36 1.346
40 H -2.3921 5.4929 -0.2284  C31 1.094
41 H -4.0659 5.2927 -0.7890  C31 1.089
42 H -3.1131 6.7016 -1.2804  C31 1.093
43 H -4.0491 6.0618 1.5650  C32 1.093
44 H -4.7432 7.3195 0.5504  C32 1.093
45 C 3.1805 -5.3973 5.3475  C46 1.516, H54 1.093, H55 1.092, H56 1.093
46 C 3.2149 -5.3341 3.8333  C45 1.516, O47 1.437, H57 1.092, H58 1.093
47 O 1.9458 -4.9006 3.3163  C46 1.437, C48 1.350
48 C 1.7373 -3.5666 3.3042  O47 1.350, O49 1.205, C50 1.527
49 O 2.5326 -2.7510 3.6966  C48 1.205
50 C 0.3769 -3.2472 2.6881  C48 1.527, F51 1.349, F52 1.353, F53 1.350
51 F -0.6039 -4.0555 3.1402  C50 1.349
52 F 0.3902 -3.3801 1.3418  C50 1.353
53 F -0.0290 -1.9842 2.9406  C50 1.350
54 H 2.3529 -6.0258 5.6871  C45 1.093
55 H 4.1161 -5.8027 5.7380  C45 1.092
56 H 3.0257 -4.4058 5.7797  C45 1.093
57 H 3.3940 -6.3327 3.4282  C46 1.092
58 H 4.0230 -4.6910 3.4743  C46 1.093
59 C 3.1563 -7.9080 -3.3068  C60 1.516, H68 1.093, H69 1.092, H70 1.093
60 C 2.6632 -7.1346 -2.0998  C59 1.516, O61 1.437, H71 1.092, H72 1.093
61 O 3.6863 -6.2506 -1.6132  C60 1.437, C62 1.350
62 C 3.7950 -5.0648 -2.2492  O61 1.350, O63 1.207, C64 1.527
63 O 3.1025 -4.7249 -3.1770  C62 1.207
64 C 4.8830 -4.2115 -1.6009  C62 1.527, F65 1.349, F66 1.351, F67 1.349
65 F 6.0042 -4.9110 -1.3321  C64 1.349
66 F 4.4724 -3.6826 -0.4271  C64 1.351
67 F 5.2639 -3.1731 -2.3729  C64 1.349
68 H 4.0867 -8.4323 -3.0731  C59 1.093
69 H 2.4103 -8.6374 -3.6286  C59 1.092
70 H 3.3695 -7.2384 -4.1435  C59 1.093
71 H 2.4355 -7.8282 -1.2872  C60 1.092
72 H 1.7444 -6.5844 -2.3207  C60 1.093

Calculated values
Net charge ... +1
Relative energy (zero: lowest compared OMol25 entry of this formula, charge and spin) ... 3.574 eV

***

Record 2
C21H24F3NO2 | the ωB97M-V functional and the def2-TZVPD basis

Each atom is followed by the atoms it is bonded to, with distances in Å.
Atoms and positions in Å:
1 C 1.9383 0.5980 2.8458  C2 1.550, H8 1.141, H9 1.052, H10 1.098
2 C 1.8283 2.1410 2.7428  C1 1.550, O3 1.209, N4 1.461
3 O 2.8283 2.7910 2.5428  C2 1.209
4 N 0.4823 2.6110 2.4228  C2 1.461, H5 1.080, H6 1.082, C7 1.484
5 H 0.0103 1.9030 1.7578  N4 1.080
6 H -0.3867 2.4680 3.0518  N4 1.082
7 C 0.3853 4.0160 1.9558  N4 1.484, H11 1.112, H12 1.166, H13 1.101
8 H 2.6443 0.1580 2.0648  C1 1.141
9 H 1.0393 0.0520 2.8758  C1 1.052
10 H 2.2753 0.3310 3.8558  C1 1.098
11 H 1.2703 4.4010 1.4038  C7 1.112
12 H 0.0623 4.6430 2.8848  C7 1.166
13 H -0.2547 4.2510 1.0918  C7 1.101
14 O -1.0507 1.2500 0.7938  H15 1.016
15 H -1.0917 0.4650 0.1498  O14 1.016
16 F 5.5393 -0.8950 -0.1082  C17 1.336
17 C 4.5003 -0.1120 -0.4122  F16 1.336, C18 1.413, C22 1.461
18 C 4.5343 1.3010 -0.4262  C17 1.413, C19 1.350, H23 0.977
19 C 3.4433 2.0840 -0.5622  C18 1.350, C20 1.340, H24 1.092
20 C 2.2453 1.5030 -0.7132  C19 1.340, C21 1.405, H25 1.066
21 C 2.1353 0.1050 -0.7932  C20 1.405, C22 1.402, H26 1.143
22 C 3.2313 -0.7660 -0.7232  C17 1.461, C21 1.402, H27 1.019
23 H 5.3023 1.8450 -0.1642  C18 0.977
24 H 3.5033 3.1620 -0.3992  C19 1.092
25 H 1.3903 2.0590 -1.0242  C20 1.066
26 H 1.1273 -0.4280 -0.8702  C21 1.143
27 H 3.2283 -1.7810 -0.8152  C22 1.019
28 F -1.0297 -1.2310 -6.5502  C29 1.346
29 C -1.0807 -0.5880 -5.3692  F28 1.346, C30 1.346, C34 1.458
30 C -0.9187 0.7400 -5.2212  C29 1.346, C31 1.440, H35 1.133
31 C -1.0187 1.3790 -3.9342  C30 1.440, C32 1.376, H36 1.002
32 C -1.3887 0.6060 -2.8582  C31 1.376, C33 1.437, H37 1.078
33 C -1.5697 -0.8100 -3.0232  C32 1.437, C34 1.438, H38 1.002
34 C -1.4877 -1.4820 -4.2922  C29 1.458, C33 1.438, H39 1.100
35 H -0.5837 1.4310 -6.0542  C30 1.133
36 H -0.6617 2.3150 -3.9272  C31 1.002
37 H -1.4867 1.2240 -1.9802  C32 1.078
38 H -1.9827 -1.1660 -2.1822  C33 1.002
39 H -1.7897 -2.5400 -4.2802  C34 1.100
40 F -3.3087 -4.9230 -0.1312  C41 1.300
41 C -3.3297 -4.1400 0.9068  F40 1.300, C42 1.380, C46 1.468
42 C -3.6567 -4.6730 2.1368  C41 1.380, C43 1.472, H47 1.105
43 C -3.3747 -3.8140 3.2988  C42 1.472, C44 1.421, H48 1.107
44 C -2.8997 -2.4850 3.1298  C43 1.421, C45 1.380, H49 0.987
45 C -2.6597 -1.9980 1.8608  C44 1.380, C46 1.345, H50 1.137
46 C -2.8677 -2.7540 0.7678  C41 1.468, C45 1.345, H51 1.066
47 H -3.9077 -5.7310 2.3338  C42 1.105
48 H -3.6607 -4.2800 4.2608  C43 1.107
49 H -2.6697 -2.0890 4.0038  C44 0.987
50 H -2.2747 -0.9320 1.7698  C45 1.137
51 H -2.5537 -2.2140 -0.0962  C46 1.066

***

Record 3
C21H24N2O | the ωB97M-V functional and the def2-TZVPD basis

Each atom is followed by the atoms it is bonded to, with distances in Å.
Atoms and positions in Å:
1 O 0.3898 2.6455 -1.7577  C2 1.418, H25 0.989
2 C -0.2528 2.4273 -0.5125  O1 1.418, C3 1.498, C13 1.524, C19 1.527
3 C -0.4580 0.9491 -0.3818  C2 1.498, C4 1.227
4 C -0.6252 -0.2651 -0.3322  C3 1.227, C5 1.459
5 C -0.9246 -1.6920 -0.2769  C4 1.459, N6 1.482, H26 1.103, H27 1.096
6 N 0.1758 -2.5787 -0.7242  C5 1.482, C7 1.454, C12 1.511
7 C -0.0581 -3.6257 -1.7051  N6 1.454, C8 1.572, H28 1.083, H29 1.092
8 C -0.6397 -4.8982 -0.9885  C7 1.572, C9 1.556, H30 1.093, H31 1.090
9 C 0.4818 -5.7521 -0.3285  C8 1.556, C10 1.529, H32 1.098, H33 1.106
10 C 1.2014 -5.0519 0.8240  C9 1.529, C11 1.541, H34 1.104, H35 1.123
11 C 2.1446 -3.9494 0.3041  C10 1.541, C12 1.552, H36 1.096, H37 1.109
12 C 1.4119 -2.5909 0.1443  N6 1.511, C11 1.552, H38 1.089, H39 1.085
13 C 0.6852 2.9855 0.5506  C2 1.524, C14 1.400, C18 1.420
14 C 1.2667 2.2560 1.5943  C13 1.400, C15 1.412, H40 1.077
15 C 2.1789 2.8260 2.5085  C14 1.412, C16 1.369, H41 1.086
16 C 2.4851 4.1578 2.4204  C15 1.369, C17 1.378, H42 1.066
17 C 1.8564 4.9486 1.4836  C16 1.378, C18 1.429, H43 1.074
18 C 0.9096 4.3874 0.5729  C13 1.420, C17 1.429, H44 1.079
19 C -1.5968 3.1521 -0.5186  C2 1.527, C20 1.402, C24 1.403
20 C -2.3018 3.3887 -1.7065  C19 1.402, C21 1.381, H45 1.082
21 C -3.5392 4.0021 -1.7153  C20 1.381, C22 1.370, H46 1.065
22 C -4.0384 4.4239 -0.5107  C21 1.370, N23 1.356, H47 1.095
23 N -3.4227 4.2217 0.6806  C22 1.356, C24 1.352
24 C -2.2403 3.5659 0.6571  C19 1.403, N23 1.352, H48 1.087
25 H 1.2039 2.0835 -1.7605  O1 0.989
26 H -1.2357 -1.9394 0.7515  C5 1.103
27 H -1.8295 -1.9505 -0.8388  C5 1.096
28 H -0.7371 -3.2922 -2.4794  C7 1.083
29 H 0.8843 -3.8543 -2.2069  C7 1.092
30 H -1.1225 -5.5160 -1.7503  C8 1.093
31 H -1.3726 -4.6328 -0.2265  C8 1.090
32 H 1.1953 -6.0483 -1.1088  C9 1.098
33 H 0.0221 -6.6951 0.0220  C9 1.106
34 H 0.4474 -4.6238 1.5075  C10 1.104
35 H 1.7898 -5.8503 1.3502  C10 1.123
36 H 2.9684 -3.7931 1.0094  C11 1.096
37 H 2.6476 -4.2581 -0.6350  C11 1.109
38 H 1.2276 -2.2110 1.1486  C12 1.089
39 H 2.1261 -1.9015 -0.2950  C12 1.085
40 H 1.0721 1.2012 1.6937  C14 1.077
41 H 2.6316 2.2198 3.2880  C15 1.086
42 H 3.1639 4.5292 3.1542  C16 1.066
43 H 2.0726 5.9996 1.4287  C17 1.074
44 H 0.4583 5.0185 -0.1776  C18 1.079
45 H -1.9225 3.0296 -2.6545  C20 1.082
46 H -4.0754 4.1843 -2.6176  C21 1.065
47 H -5.0076 4.9321 -0.4753  C22 1.095
48 H -1.6975 3.4352 1.5902  C24 1.087

Calculated values
Structure (SMILES) ... O[C@@](C#CCN1CCCCCC1)(c1ccccc1)c1cccnc1
Relative energy (zero: lowest compared OMol25 entry of this formula, charge and spin) ... 4.432 eV

***

Record 4
C21H24N2O | the ωB97M-V functional and the def2-TZVPD basis

Each atom is followed by the atoms it is bonded to, with distances in Å.
Atoms and positions in Å:
1 C -0.2575 2.3121 2.3171  N2 1.450, H25 1.077, H26 1.091, H27 1.115
2 N 1.1921 2.3603 2.3057  C1 1.450, C3 1.493, H28 0.979
3 C 1.8354 2.0915 0.9851  N2 1.493, C4 1.530, H29 1.105, H30 1.100
4 C 2.2297 0.6384 0.7145  C3 1.530, O5 1.485, C6 1.570, H31 1.100
5 O 2.6388 -0.0570 1.9608  C4 1.485, H32 0.991
6 C 1.0080 -0.1143 0.0778  C4 1.570, C7 1.555, N13 1.430, H33 1.059
7 C 1.4337 -1.5666 -0.2779  C6 1.555, C8 1.369, C12 1.416
8 C 0.7710 -2.5679 0.3789  C7 1.369, C9 1.417, H34 1.059
9 C 1.2350 -3.9069 0.3712  C8 1.417, C10 1.375, H35 1.056
10 C 2.5067 -4.1362 -0.0992  C9 1.375, C11 1.414, H36 1.084
11 C 3.2415 -3.1940 -0.8563  C10 1.414, C12 1.401, H37 1.058
12 C 2.6057 -1.9507 -0.9741  C7 1.416, C11 1.401, H38 1.025
13 N 0.4055 0.3955 -1.1151  C6 1.430, C14 1.518, C15 1.361
14 C 1.1655 0.7297 -2.3860  N13 1.518, H39 1.106, H40 1.081, H41 1.172
15 C -0.8226 0.9549 -0.9370  N13 1.361, C16 1.434, C24 1.433
16 C -0.8860 2.3603 -1.2158  C15 1.434, C17 1.378, H42 1.112
17 C -1.9968 3.0948 -0.8618  C16 1.378, C18 1.475, H43 1.113
18 C -3.1708 2.3440 -0.3774  C17 1.475, C19 1.371, H44 1.066
19 C -3.1825 0.9729 -0.3499  C18 1.371, C20 1.471, C24 1.425
20 C -4.3600 0.2008 0.0759  C19 1.471, C21 1.456, H45 1.052
21 C -4.3483 -1.2524 -0.0051  C20 1.456, C22 1.360, H46 1.086
22 C -3.1989 -1.9709 -0.1191  C21 1.360, C23 1.436, H47 1.094
23 C -2.0544 -1.1666 -0.4441  C22 1.436, C24 1.392, H48 1.056
24 C -1.9913 0.2191 -0.5561  C15 1.433, C19 1.425, C23 1.392
25 H -0.6889 2.5848 3.2654  C1 1.077
26 H -0.4605 3.1071 1.5981  C1 1.091
27 H -0.7173 1.3669 1.9465  C1 1.115
28 H 1.5659 1.8300 3.0394  N2 0.979
29 H 1.2324 2.4663 0.1386  C3 1.105
30 H 2.7737 2.6527 1.1013  C3 1.100
31 H 3.1049 0.5769 0.0512  C4 1.100
32 H 2.9183 -0.9650 1.6771  O5 0.991
33 H 0.2875 -0.2455 0.8434  C6 1.059
34 H -0.1111 -2.3821 0.9355  C8 1.059
35 H 0.8065 -4.7522 0.8368  C9 1.056
36 H 2.9430 -5.0897 0.1759  C10 1.084
37 H 4.0757 -3.3588 -1.4855  C11 1.058
38 H 3.1357 -1.2293 -1.4733  C12 1.025
39 H 1.5286 -0.2297 -2.7992  C14 1.106
40 H 0.5511 1.0909 -3.1984  C14 1.081
41 H 1.9341 1.5582 -2.0750  C14 1.172
42 H -0.0734 2.9667 -1.6724  C16 1.112
43 H -1.9745 4.1884 -1.0659  C17 1.113
44 H -4.0157 2.9114 -0.0604  C18 1.066
45 H -5.2197 0.8032 0.1375  C20 1.052
46 H -5.1969 -1.8977 0.2037  C21 1.086
47 H -3.1918 -3.0503 0.0565  C22 1.094
48 H -1.2072 -1.6940 -0.7888  C23 1.056

Calculated values
Structure (SMILES) ... CNC[C@@H](O)[C@H](c1ccccc1)N(C)c1cccc2ccccc12
Relative energy (zero: lowest compared OMol25 entry of this formula, charge and spin) ... 5.111 eV

***

Record 5
C21H24N2O4 | the ωB97M-V functional and the def2-TZVPD basis

Each atom is followed by the atoms it is bonded to, with distances in Å.
Atoms and positions in Å:
1 C -0.4897 0.2827 -3.9959  C2 1.507, H28 1.087, H29 1.088, H30 1.087
2 C 0.6657 0.0158 -3.0655  C1 1.507, O3 1.212, C4 1.486
3 O 0.8408 -1.0743 -2.5661  C2 1.212
4 C 1.5777 1.1529 -2.7746  C2 1.486, C5 1.391, C27 1.396
5 C 1.5723 2.3437 -3.4940  C4 1.391, C6 1.385, H31 1.078
6 C 2.4628 3.3491 -3.1571  C5 1.385, C7 1.380, H32 1.080
7 C 3.3384 3.1911 -2.1016  C6 1.380, C8 1.396, H33 1.078
8 C 3.3453 2.0049 -1.3660  C7 1.396, O9 1.367, C27 1.386
9 O 4.2380 1.9542 -0.3325  C8 1.367, C10 1.406
10 C 4.2049 0.8462 0.5324  O9 1.406, C11 1.495, H34 1.096, H35 1.099
11 C 2.8912 0.7120 1.2336  C10 1.495, C12 1.366, O26 1.343
12 C 1.8967 1.6123 1.4908  C11 1.366, C13 1.417, H36 1.068
13 C 0.9013 0.8328 2.1315  C12 1.417, C14 1.489, N25 1.312
14 C -0.4528 1.2814 2.5568  C13 1.489, O15 1.215, N16 1.347
15 O -0.8234 2.4323 2.4377  C14 1.215
16 N -1.1924 0.2774 3.0672  C14 1.347, C17 1.443, H37 1.010
17 C -2.6186 0.3802 3.2636  N16 1.443, C18 1.542, H38 1.092, H39 1.092
18 C -3.3885 0.0203 1.9768  C17 1.542, C19 1.508, H40 1.091, H41 1.091
19 C -2.8147 -1.2258 1.3502  C18 1.508, C20 1.326, C24 1.505
20 C -3.0792 -2.4346 1.8276  C19 1.326, C21 1.498, H42 1.083
21 C -2.4817 -3.7034 1.3018  C20 1.498, C22 1.527, H43 1.096, H44 1.094
22 C -1.7727 -3.4937 -0.0337  C21 1.527, C23 1.524, H45 1.092, H46 1.091
23 C -0.9465 -2.2140 0.0098  C22 1.524, C24 1.525, H47 1.093, H48 1.091
24 C -1.8786 -1.0205 0.1903  C19 1.505, C23 1.525, H49 1.096, H50 1.093
25 N 1.2963 -0.4141 2.2369  C13 1.312, O26 1.348
26 O 2.5244 -0.4980 1.6869  C11 1.343, N25 1.348
27 C 2.4744 0.9863 -1.7180  C4 1.396, C8 1.386, H51 1.079
28 H -1.1375 -0.5899 -4.0232  C1 1.087
29 H -0.1163 0.4762 -4.9995  C1 1.088
30 H -1.0539 1.1495 -3.6606  C1 1.087
31 H 0.8930 2.4903 -4.3178  C5 1.078
32 H 2.4688 4.2711 -3.7186  C6 1.080
33 H 4.0273 3.9723 -1.8226  C7 1.078
34 H 5.0033 1.0335 1.2592  C10 1.096
35 H 4.4307 -0.0907 0.0043  C10 1.099
36 H 1.8542 2.6553 1.2631  C12 1.068
37 H -0.7996 -0.6511 3.0065  N16 1.010
38 H -2.8976 -0.3005 4.0706  C17 1.092
39 H -2.8412 1.4077 3.5585  C17 1.092
40 H -3.3095 0.8519 1.2755  C18 1.091
41 H -4.4401 -0.1193 2.2321  C18 1.091
42 H -3.7517 -2.5481 2.6689  C20 1.083
43 H -1.7684 -4.0803 2.0440  C21 1.096
44 H -3.2633 -4.4617 1.2009  C21 1.094
45 H -2.5148 -3.4107 -0.8306  C22 1.092
46 H -1.1366 -4.3521 -0.2560  C22 1.091
47 H -0.2465 -2.2583 0.8476  C23 1.093
48 H -0.3673 -2.0994 -0.9072  C23 1.091
49 H -2.4730 -0.8784 -0.7193  C24 1.096
50 H -1.2987 -0.1051 0.3348  C24 1.093
51 H 2.4473 0.0405 -1.1993  C27 1.079

Calculated values
Structure (SMILES) ... CC(=O)c1cccc(OCc2cc(C(=O)NCCC3=CCCCC3)no2)c1
Relative energy (zero: lowest compared OMol25 entry of this formula, charge and spin) ... 3.631 eV

***

Number 1: LUMO energy -4.2 eV, E_HOMO -13.26 eV. Number 2: LUMO energy 0.0 eV, E_HOMO -8.43 eV. Number 3: LUMO energy 0.7 eV, E_HOMO -8.00 eV. Number 4: LUMO energy 0.0 eV, E_HOMO -7.21 eV. Number 5: LUMO energy 0.1 eV, E_HOMO -8.84 eV.